This record from the Open Molecules 2025 dataset describes a 2-piece molecular cluster, C3H4NO3 overall at a distorted geometry. The level of theory is wB97M-V/def2-TZVPD.

Calculated values
- Charge: -1
- Gap between HOMO and LUMO: 0.2029 Ha
- M: 102.07 g mol⁻¹
- Highest occupied orbital energy: -1.791 eV
- E_tot: -397.09722 a.u.

```
11
Properties=species:S:1:pos:R:3:mulliken_charge:R:1
C 1.8659 -0.4715 1.8220 0.484
C -0.1952 0.1651 -0.1920 0.099
C -1.6176 0.5825 -0.4847 -1.325
N 0.2039 -0.7423 -1.2496 -0.586
O 2.2468 -1.5372 1.5266 -0.393
O 1.6210 0.5279 2.2860 -0.189
O 0.7037 0.6278 -1.2154 -0.324
H -1.7849 1.6179 -0.2477 0.261
H -2.2983 0.0547 0.1410 0.279
H -1.8096 0.4309 -1.5541 0.375
H 1.0642 -1.2558 -0.8321 0.319
```